(1)
Entry from the OMol25 dataset: a molecular structure, C19H18F6FeN5O9S5 at a distorted geometry (the ωB97M-V functional and the def2-TZVPD basis).

Geometry (Å):
Fe  0.0461  0.4986  0.7017
F  2.6997  5.1416  1.9843
C  3.0802  3.8483  1.9290
F  4.4067  3.8806  1.8714
F  2.6937  3.2995  3.0681
S  2.2806  3.1775  0.3404
O  1.9479  1.7783  0.4276
O  3.2602  3.4921  -0.6560
N  1.0040  4.0813  0.2225
S  -0.3212  3.5945  0.9322
O  -1.4511  3.5733  0.0700
O  -0.1055  2.5430  1.8895
C  -0.6810  5.1367  1.9894
F  0.1486  5.2697  3.0287
F  -0.5735  6.2499  1.2563
F  -1.9264  5.1154  2.4797
O  -3.5966  -1.0472  1.7030
S  -2.8307  -0.3840  0.6733
O  -2.2745  0.9198  1.0059
N  -1.6011  -1.2249  0.0821
C  -1.2999  -2.4850  0.5198
C  -2.2115  -3.4843  0.8183
C  -1.7814  -4.6948  1.3547
C  -0.4476  -4.8966  1.6535
C  0.4977  -3.9095  1.3776
C  1.8639  -3.9749  1.8153
C  2.7116  -2.9733  1.5597
C  2.2860  -1.8102  0.7236
N  0.9284  -1.7410  0.3453
C  0.0973  -2.7128  0.7350
C  -3.8262  -0.2707  -0.8104
C  -4.7442  -1.2747  -1.0638
C  -5.2834  -1.4035  -2.3324
C  -4.8878  -0.5320  -3.3365
C  -3.9861  0.4867  -3.0654
C  -3.4516  0.6251  -1.7944
H  -3.2626  -3.2950  0.6760
H  -2.5094  -5.4598  1.5844
H  -0.1277  -5.8138  2.1279
H  2.1755  -4.8393  2.3848
H  3.7313  -2.9324  1.9043
H  2.9430  -1.7581  -0.1679
H  -5.0097  -1.9451  -0.2601
H  -5.9869  -2.1965  -2.5451
H  -5.2804  -0.6547  -4.3365
H  -3.6821  1.1640  -3.8482
H  -2.7456  1.4039  -1.5514
N  0.0806  -0.8625  -2.2759
C  0.5257  0.3762  -2.5375
N  1.4415  0.5422  -3.5243
S  -0.1058  1.7175  -1.7618
H  0.6403  -1.6639  -2.5194
H  -0.4975  -0.9713  -1.4316
H  1.9582  -0.2348  -3.9008
H  1.7846  1.4768  -3.6628
C  3.9624  0.4306  -0.6706
S  3.9049  0.1483  1.1221
O  4.0277  1.3660  1.8594
O  4.9326  -0.8316  1.3797
O  2.5145  -0.5307  1.4291
H  4.2098  1.4710  -0.8307
H  2.9802  0.2333  -1.0756
H  4.7233  -0.2325  -1.0664

Atomic forces in eV per Å
Fe -0.287 -0.877 -0.887
F -0.086 0.019 -0.181
C 0.257 0.815 0.312
F -0.103 -0.287 -0.213
F -0.209 -0.368 -0.239
S 0.566 0.797 -0.229
O -0.730 -0.423 0.461
O -0.164 0.349 0.116
N -0.237 -0.342 -0.042
S -0.424 2.865 0.383
O -0.096 -0.127 -0.241
O -0.142 -1.284 0.351
C -0.013 0.178 0.202
F 0.073 -0.384 -0.146
F 0.073 -0.291 -0.261
F 0.082 -0.421 -0.194
O 0.047 0.272 -0.318
S 0.020 -1.349 -0.418
O 0.304 0.443 -0.183
N -0.163 2.467 0.375
C 0.437 -1.594 0.752
C 0.353 0.248 -0.194
C 0.130 -0.380 0.199
C -0.329 0.045 -0.052
C -0.461 0.399 -0.401
C 0.288 0.241 -0.108
C -0.137 0.149 0.017
C -0.261 -1.024 -0.852
N 0.553 1.690 0.393
C -0.964 -0.941 0.354
C 0.250 0.104 0.295
C -0.085 -0.047 0.223
C 0.040 0.036 0.003
C -0.027 -0.024 -0.061
C -0.017 0.016 0.058
C -0.157 0.157 0.044
H -0.114 -0.043 -0.036
H -0.042 -0.079 0.010
H 0.048 -0.115 0.079
H 0.109 -0.084 0.099
H 0.144 -0.178 0.092
H -0.087 0.112 0.263
H -0.059 -0.120 0.013
H -0.052 -0.019 0.012
H -0.039 0.030 -0.059
H 0.024 0.108 -0.088
H 0.085 0.059 -0.086
N 0.381 0.602 -0.220
C -0.204 -0.982 -0.523
N -0.078 -0.100 0.227
S -0.253 0.010 0.398
H 0.029 -0.024 -0.051
H -0.075 -0.072 -0.221
H -0.083 0.037 -0.055
H 0.113 -0.057 0.036
C -0.118 -0.140 0.649
S 1.814 -0.716 0.023
O -0.254 -0.247 -0.001
O -0.175 -0.081 -0.187
O 0.523 0.982 0.492
H 0.073 0.118 0.005
H -0.088 -0.041 -0.219
H -0.004 -0.090 0.030

Values from the calculation:
E	-5539.6905	Ha
net charge	-1
E_HOMO (alpha / beta)	-4.21 / -4.20	eV
largest force on an atom	0.0568	hartree/bohr
2S+1	5
relative energy (zero: lowest compared OMol25 entry of this formula, charge and spin)	348.7	kJ/mol

=====

(2)
Entry from the OMol25 dataset: a molecular structure, C41H23F17N3O4SeTi (the ωB97M-V functional and the def2-TZVPD basis).

Geometry (Å):
Ti  -1.5276  -0.7867  0.3913
C  -0.5359  1.9392  -6.2154
C  -0.5061  1.2180  -4.8935
C  0.2460  0.0632  -4.7037
C  0.2734  -0.5673  -3.4803
C  -0.4370  -0.0866  -2.3658
N  -0.2668  -0.7355  -1.1288
C  1.0385  -1.2427  -0.9225
C  2.1368  -0.4228  -1.2180
C  3.4291  -0.8830  -1.1105
C  3.6937  -2.1856  -0.6865
C  5.1061  -2.6940  -0.5635
C  2.6162  -2.9720  -0.3225
C  1.3021  -2.5110  -0.4026
C  0.1176  -3.2955  0.1560
O  -0.7677  -2.4260  0.7437
C  -0.5864  -4.1184  -0.9612
F  -1.2636  -3.3274  -1.7954
F  0.3176  -4.7954  -1.6950
F  -1.4510  -5.0141  -0.4689
C  0.5413  -4.2638  1.2979
F  1.3447  -3.6397  2.1712
F  -0.5080  -4.7101  1.9813
F  1.2062  -5.3466  0.8378
C  -1.2835  1.0068  -2.5912
C  -1.2735  1.6519  -3.8281
C  -2.2955  1.4460  -1.5393
O  -2.1666  0.7926  -0.3432
C  -2.2012  2.9682  -1.2322
F  -2.8089  3.2750  -0.0829
F  -0.9341  3.3645  -1.1437
F  -2.7887  3.7209  -2.1930
C  -3.7193  1.0968  -2.0692
F  -3.8280  -0.2326  -2.1850
F  -4.0117  1.6175  -3.2711
F  -4.6670  1.5255  -1.2249
H  0.2731  1.5992  -6.8622
H  -0.4315  3.0168  -6.0807
H  -1.4787  1.7644  -6.7387
H  0.8234  -0.3485  -5.5245
H  0.8769  -1.4566  -3.3574
H  1.9424  0.5904  -1.5446
H  4.2518  -0.2189  -1.3526
H  5.7124  -2.3877  -1.4171
H  5.1267  -3.7822  -0.5050
H  5.5847  -2.3022  0.3372
H  2.8086  -3.9706  0.0438
H  -1.9012  2.5209  -3.9696
O  0.4106  1.9191  0.9755
C  0.0175  1.3350  1.9577
N  0.2398  1.7176  3.2602
C  -0.4699  0.8997  4.2158
C  -0.9263  -0.2523  3.2823
O  -1.4140  -1.2856  3.6661
N  -0.7054  0.1346  1.9834
C  0.4654  0.4144  5.3126
C  1.3011  -0.6756  5.0858
C  2.2109  -1.0757  6.0518
C  2.3014  -0.3889  7.2553
C  1.4760  0.7013  7.4850
C  0.5610  1.0979  6.5187
C  -1.7589  1.5356  4.7326
C  -2.5219  0.8501  5.6763
C  -3.7352  1.3635  6.1011
C  -4.2055  2.5658  5.5862
C  -3.4577  3.2427  4.6383
C  -2.2400  2.7272  4.2089
H  0.5977  2.6337  3.4654
H  1.2331  -1.2249  4.1548
H  2.8460  -1.9320  5.8640
H  3.0099  -0.7054  8.0103
H  1.5387  1.2431  8.4205
H  -0.0919  1.9409  6.7094
H  -2.1677  -0.1011  6.0525
H  -4.3242  0.8149  6.8251
H  -5.1594  2.9616  5.9104
H  -3.8258  4.1668  4.2116
H  -1.6832  3.2457  3.4392
F  -8.6836  0.9942  -0.6996
C  -7.5665  0.3983  -0.2697
C  -6.9024  0.8857  0.8391
F  -7.3831  1.9621  1.4739
C  -5.7481  0.2618  1.2749
F  -5.1418  0.7780  2.3459
C  -5.2238  -0.8504  0.6298
Se  -3.7009  -1.7626  1.3259
C  -5.9170  -1.3190  -0.4756
F  -5.4842  -2.3857  -1.1503
C  -7.0711  -0.7077  -0.9315
F  -7.7147  -1.1775  -2.0081

Atomic forces in eV per Å
Ti 0.107 0.678 0.264
C -0.010 -0.032 0.036
C 0.023 0.001 -0.030
C -0.012 0.037 -0.023
C 0.003 -0.035 0.060
C 0.059 -0.017 -0.072
N 0.030 -0.002 -0.008
C 0.031 0.004 0.066
C 0.006 0.020 -0.021
C 0.020 -0.028 0.015
C 0.011 0.011 -0.010
C -0.050 0.029 0.006
C 0.000 0.004 -0.026
C -0.111 -0.031 0.043
C 0.049 0.019 0.159
O -0.147 -0.274 -0.200
C 0.050 -0.036 0.030
F 0.010 0.020 -0.005
F -0.018 -0.014 -0.006
F -0.007 0.013 -0.015
C 0.003 0.004 -0.003
F 0.010 0.000 0.000
F -0.025 -0.002 -0.007
F 0.011 -0.013 0.025
C -0.090 0.020 0.092
C 0.003 -0.028 0.004
C 0.031 0.006 0.041
O -0.312 -0.434 -0.182
C -0.022 0.071 -0.005
F 0.010 -0.026 -0.009
F 0.021 0.001 -0.014
F 0.016 -0.006 0.009
C 0.011 0.154 -0.002
F -0.005 -0.013 0.033
F -0.006 -0.016 -0.012
F -0.016 -0.014 0.003
H -0.002 0.006 -0.009
H 0.001 0.004 0.001
H 0.003 0.003 -0.012
H 0.000 0.005 -0.003
H 0.001 0.006 -0.012
H 0.005 -0.001 0.005
H -0.001 0.002 -0.001
H 0.003 -0.003 -0.005
H 0.007 -0.001 0.005
H 0.018 -0.008 -0.001
H 0.007 -0.002 0.005
H -0.003 0.002 0.005
O 0.008 0.004 -0.035
C -0.036 -0.065 0.091
N -0.010 0.017 0.023
C -0.014 0.019 -0.044
C 0.073 -0.030 -0.095
O 0.026 -0.007 0.041
N 0.015 0.047 -0.023
C -0.029 -0.008 0.015
C 0.002 -0.001 0.013
C -0.008 0.005 -0.009
C -0.005 0.011 -0.013
C 0.012 -0.009 0.001
C 0.010 -0.001 0.002
C 0.012 -0.023 0.000
C -0.011 0.011 0.007
C 0.015 -0.005 -0.006
C 0.007 -0.006 0.006
C 0.019 0.005 -0.014
C -0.011 -0.008 0.007
H 0.027 -0.001 -0.031
H 0.004 -0.008 0.003
H 0.004 0.000 0.002
H 0.000 0.002 0.005
H -0.003 0.003 0.000
H -0.004 0.000 -0.001
H -0.006 0.000 0.011
H -0.003 0.002 0.002
H -0.005 -0.004 0.001
H -0.004 0.000 -0.001
H -0.005 0.008 -0.001
F -0.019 0.018 -0.015
C -0.014 0.008 0.002
C -0.006 0.005 0.004
F 0.000 0.016 0.025
C -0.003 0.028 -0.038
F 0.015 -0.002 0.009
C 0.081 0.110 0.152
Se 0.164 -0.172 -0.279
C -0.030 -0.001 -0.016
F 0.008 -0.027 -0.003
C 0.000 -0.023 -0.010
F 0.001 -0.004 -0.001

Values from the calculation:
E	-6990.4308	Ha
net charge	-1
E_HOMO	-5.16	eV
largest force on an atom	0.0143	hartree/bohr
relative energy (zero: lowest compared OMol25 entry of this formula, charge and spin)	0.0	kJ/mol

=====

(3)
Entry from the OMol25 dataset: a molecular structure, C36H30AlN3O5S4Si at a distorted geometry (the ωB97M-V functional and the def2-TZVPD basis).

Geometry (Å):
Al  -0.0739  0.9035  0.3284
C  -1.7786  -0.1925  -6.3843
C  -1.9030  0.4675  -5.0369
C  -3.1440  0.8785  -4.5683
C  -3.2499  1.5897  -3.3819
C  -2.1106  1.8775  -2.6542
C  -0.8700  1.4257  -3.0792
C  -0.7689  0.7232  -4.2666
S  -2.2450  2.7794  -1.1026
O  -3.6393  3.1641  -1.0038
O  -1.3040  3.8647  -1.1684
N  -1.8434  1.7201  0.0339
C  -2.8049  0.6147  0.0403
C  -2.1383  -0.5916  -0.6044
O  -2.7727  -1.4719  -1.1574
O  -0.8341  -0.5736  -0.4800
H  -2.7575  -0.4766  -6.7700
H  -1.1607  -1.0876  -6.3257
H  -1.3135  0.4995  -7.0902
H  -4.0355  0.6322  -5.1345
H  -4.2051  1.9306  -3.0052
H  0.0070  1.6314  -2.4716
H  0.1960  0.3588  -4.6002
H  -3.7281  0.8628  -0.4812
H  -3.0582  0.3379  1.0662
S  2.0605  -0.0843  -0.0220
C  2.7397  1.0146  1.1460
C  3.7880  0.5941  1.9601
C  4.3557  1.4255  2.9181
C  5.4057  0.9767  3.7631
N  6.2609  0.6413  4.4586
C  3.8583  2.7388  3.0667
C  2.8262  3.1717  2.2429
C  2.2548  2.3455  1.2743
S  1.0040  2.9835  0.2417
C  4.4188  3.6268  4.0269
N  4.8724  4.3631  4.7876
H  4.1627  -0.4144  1.8471
H  2.4511  4.1802  2.3521
C  -4.4672  -0.9187  4.4711
C  -3.9195  0.2557  4.9677
C  -2.6983  0.7122  4.4905
C  -1.9841  0.0100  3.5188
C  -2.5769  -1.1478  3.0032
C  -3.7977  -1.6115  3.4721
Si  -0.2927  0.6063  2.8368
C  0.8811  -0.7205  3.5791
C  0.7704  -2.0520  3.1724
C  1.6329  -3.0335  3.6368
C  2.6465  -2.7018  4.5256
C  2.7911  -1.3820  4.9297
C  1.9158  -0.4109  4.4617
H  -5.4107  -1.2896  4.8555
H  -4.4468  0.8125  5.7351
H  -2.2854  1.6384  4.8748
H  -2.0846  -1.7006  2.2093
H  -4.2255  -2.5122  3.0476
H  0.0059  1.7298  3.7960
H  -0.0083  -2.3343  2.4767
H  1.5084  -4.0587  3.3041
H  3.3208  -3.4650  4.8979
H  3.5950  -1.1074  5.6033
H  2.0424  0.6174  4.7846
C  1.4438  -4.3439  -0.2389
S  0.0367  -3.1626  -0.0349
O  -0.9282  -3.9033  0.8159
C  -0.5073  -3.4620  -1.7368
C  -1.6759  -4.1695  -1.9408
C  -2.1269  -4.3900  -3.2318
C  -1.3851  -3.9291  -4.3124
C  -0.2131  -3.2188  -4.0956
C  0.2159  -2.9566  -2.8031
H  1.0641  -5.3038  -0.5834
H  1.9127  -4.4461  0.7388
H  2.1511  -3.9167  -0.9478
H  -2.2277  -4.5135  -1.0762
H  -3.0643  -4.9068  -3.3979
H  -1.7354  -4.1069  -5.3227
H  0.3681  -2.8624  -4.9374
H  1.0985  -2.3546  -2.6182

Atomic forces in eV per Å
Al -0.186 0.203 0.565
C 0.010 -0.017 0.166
C -0.062 0.002 -0.074
C 0.107 0.019 -0.014
C -0.058 0.007 0.043
C -0.171 0.131 0.247
C 0.123 0.011 0.075
C -0.091 0.024 0.020
S -0.232 0.249 0.075
O 0.002 -0.252 -0.040
O 0.273 -0.186 0.007
N -0.306 0.664 -0.551
C 0.007 -0.214 -0.119
C -0.182 0.012 -0.095
O 0.079 -0.017 0.146
O -0.275 0.001 -0.281
H 0.001 -0.001 -0.042
H 0.062 -0.065 -0.033
H -0.006 -0.072 -0.077
H -0.002 0.058 -0.026
H -0.008 -0.018 -0.015
H 0.045 -0.001 -0.099
H 0.037 0.044 -0.003
H -0.036 -0.132 0.067
H -0.022 0.102 -0.012
S -0.207 0.015 -0.009
C 0.266 0.152 -0.113
C 0.155 0.014 0.169
C -0.430 0.441 -0.251
C 0.378 -0.204 0.258
N -0.045 -0.043 -0.064
C -0.135 -0.444 -0.403
C 0.122 -0.027 0.148
C 0.249 -0.027 -0.123
S 0.115 -0.141 0.149
C 0.156 0.297 0.280
N -0.027 -0.029 -0.020
H -0.036 -0.033 0.054
H -0.015 0.007 0.003
C -0.017 0.007 0.007
C -0.064 -0.028 0.082
C 0.092 0.033 -0.005
C -0.024 0.097 -0.343
C -0.020 -0.055 0.074
C 0.032 -0.066 -0.008
Si 0.197 -0.316 0.512
C -0.009 0.063 -0.266
C 0.023 -0.009 -0.004
C -0.056 -0.043 0.019
C 0.059 0.004 -0.003
C 0.062 -0.046 0.081
C -0.084 0.092 0.032
H -0.022 0.034 -0.029
H 0.016 0.023 -0.013
H 0.004 -0.012 0.060
H -0.014 -0.058 -0.004
H 0.005 -0.013 0.014
H -0.058 0.141 -0.249
H -0.029 -0.074 0.030
H -0.015 -0.002 0.011
H 0.024 0.014 -0.019
H -0.001 0.016 0.009
H 0.017 0.014 0.014
C -0.167 0.414 0.233
S 0.777 -1.111 -0.716
O -0.391 -0.055 0.401
C -0.031 0.233 0.066
C -0.053 -0.072 0.135
C 0.116 0.008 -0.099
C -0.119 -0.034 0.012
C 0.074 0.052 -0.061
C 0.035 0.011 0.047
H -0.091 0.028 -0.021
H 0.013 0.073 0.025
H 0.041 -0.020 -0.005
H -0.028 0.052 0.021
H 0.019 -0.030 0.014
H 0.026 0.013 -0.005
H -0.020 0.072 -0.010
H 0.025 0.021 -0.044

Values from the calculation:
E	-4055.2552	Ha
net charge	-2
E_HOMO	-2.43	eV
largest force on an atom	0.0298	hartree/bohr
relative energy (zero: lowest compared OMol25 entry of this formula, charge and spin)	9.9	kJ/mol